No. 1
The following is a DFT calculation (ωB97M-V/def2-TZVPD) of 6 unconnected molecules or ions with the total composition H12O6 at a distorted geometry.

```
! wB97M-V def2-TZVPD RIJCOSX def2/J DEFGRID3
* xyz -1 2
O -0.43787 1.84116 -1.48856
O 0.46241 0.16210 0.81500
O -1.90497 -3.71194 1.70995
O -2.42939 -1.15104 0.50713
O 2.50736 1.10094 -2.48446
O 2.77277 1.02908 2.13465
H -2.33543 -3.73622 2.56455
H 3.35941 1.13374 1.38556
H 2.62433 1.31432 -3.41022
H -2.32918 -1.33857 -0.42616
H 1.93227 0.78253 1.74863
H -0.30207 1.55865 -2.39299
H -3.17116 -0.54775 0.55239
H -0.32625 -0.36642 0.93714
H -0.28488 2.78588 -1.50671
H -1.88150 -2.78323 1.47935
H 0.18546 0.87780 0.24290
H 1.55868 1.04898 -2.36815
*
```

Output
E_HOMO (spin up / spin down) in eV: 0.198 / -7.781
HOMO-LUMO gap (spin up / spin down) in eV: 3.0 / 11.0
E_tot in eV: -12479.599
Relative energy (zero: lowest compared OMol25 entry of this formula, charge and spin) in kcal per mole: 11.0
Expectation value of S²: 0.750

Results of the Mulliken charge analysis, in e, for atoms 1 through 5:
1 O -0.802
2 O -1.166
3 O -0.760
4 O -0.948
5 O -1.095

No. 2
The following is a DFT calculation (ωB97M-V/def2-TZVPD) of C4H7NO in the gas phase at a distorted geometry.

```
! wB97M-V def2-TZVPD RIJCOSX def2/J DEFGRID3
* xyz 0 1
O -0.71839 1.30035 -0.17988
N -0.68437 0.99157 -1.45489
C 0.17497 0.54155 0.62649
C 0.21184 0.05987 -1.58500
C -0.70347 -0.64103 1.17928
C 0.90836 -0.12124 -0.46951
H 0.21143 -0.11299 -2.56813
H -1.33785 -0.50994 0.06705
H -0.35273 -1.63315 1.62121
H 1.99873 0.14875 -0.47773
H 0.52525 1.18742 1.38946
H 1.09385 -1.18362 -0.02567
H -1.32762 -0.02755 1.87732
*
```

Output
E_HOMO in eV: -8.875
HOMO-LUMO gap in eV: 9.8
E_tot in eV: -7794.022
Structure (SMILES): C[C@H]1CC=NO1
Relative energy (zero: lowest compared OMol25 entry of this formula, charge and spin) in kcal per mole: 129.7

Results of the Mulliken charge analysis, in e, for atoms 1 through 5:
1 O -0.217
2 N -0.297
3 C -0.148
4 C -0.264
5 C -0.912

No. 3
The following is a DFT calculation (ωB97M-V/def2-TZVPD) of 3 unconnected molecules or ions with the total composition C4H13N2 at a distorted geometry.

```
! wB97M-V def2-TZVPD RIJCOSX def2/J DEFGRID3
* xyz 0 2
N 0.12701 -0.82218 0.27877
N 2.17400 0.77925 -0.36416
C 3.39549 0.27341 0.26204
C -2.60659 0.79774 -1.65655
C -3.27048 0.77315 -0.48816
C -0.61231 -1.27639 1.45751
H -3.95473 1.53539 -0.13242
H -1.56105 0.53080 -1.70112
H 0.03205 -1.59498 -0.39173
H -1.41961 -0.52096 1.45448
H -1.05687 -2.26578 1.26236
H 3.94755 1.14208 0.60883
H 4.12469 -0.33219 -0.32119
H 3.10933 -0.23615 1.18746
H 1.28604 0.24462 -0.18116
H -0.03309 -1.25678 2.35654
H 2.32749 0.96550 -1.37034
H -2.86704 0.11326 0.28232
H -3.14188 1.15021 -2.54348
*
```

Output
E_HOMO (spin up / spin down) in eV: -8.073 / -8.043
HOMO-LUMO gap (spin up / spin down) in eV: 9.0 / 7.2
E_tot in eV: -7334.507
Relative energy (zero: lowest compared OMol25 entry of this formula, charge and spin) in kcal per mole: 64.0
Expectation value of S²: 0.754

Results of the Mulliken charge analysis, in e, for atoms 1 through 5:
1 N -0.390
2 N -0.551
3 C -0.681
4 C -0.432
5 C -0.293

No. 4
The following is a DFT calculation (ωB97M-V/def2-TZVPD) of 2 unconnected molecules or ions with the total composition C4H3NOS at a distorted geometry.

```
! wB97M-V def2-TZVPD RIJCOSX def2/J DEFGRID3
* xyz 0 1
S 3.27713 2.98493 -0.31757
O 2.06274 2.08244 -2.32272
N 2.17589 1.93360 -1.09050
C 1.49547 1.15733 -0.32247
C -0.51584 -0.82467 -0.01191
C 0.27028 -0.37415 -1.00865
C -1.40331 -0.93459 0.86977
H 1.66215 1.16636 0.69924
H -2.41131 -1.09862 1.10917
H 0.73398 -0.51481 -1.98373
*
```

Output
E_HOMO (spin up / spin down) in eV: -9.470 / -9.086
HOMO-LUMO gap (spin up / spin down) in eV: 8.0 / 6.5
E_tot in eV: -18559.411
Relative energy (zero: lowest compared OMol25 entry of this formula, charge and spin) in kcal per mole: 203.9

Results of the Mulliken charge analysis, in e, for atoms 1 through 5:
1 S -0.044
2 O -0.601
3 N 0.313
4 C -0.176
5 C 0.032

No. 5
The following is a DFT calculation (ωB97M-V/def2-TZVPD) of a molecular structure, C9H21Br3O10S3 at a distorted geometry.

```
! wB97M-V def2-TZVPD RIJCOSX def2/J DEFGRID3
* xyz 0 1
Br -7.90101 7.09795 11.24911
Br -6.31105 9.80818 10.61886
Br -9.80812 9.62270 10.61401
S -9.97048 14.27752 8.99449
S -9.05630 4.43870 10.19213
S -9.79049 9.71121 7.59692
O -9.44821 5.22449 11.41531
O -9.33215 15.63846 9.25139
O -8.60803 10.07299 8.39319
O -11.43534 14.04306 8.94686
O -10.96941 10.54200 7.41222
O -9.33370 13.18702 9.99634
O -9.12771 13.56650 7.72416
O -10.39746 8.19195 8.10986
O -8.29650 3.14593 10.80094
O -8.27022 4.92141 9.03729
C -9.45499 7.41505 8.89272
C -7.88436 2.11703 9.94488
C -9.15463 9.29713 5.93156
C -9.11584 11.90100 9.32206
C -8.03922 9.15045 11.37989
C -8.64451 0.90737 10.36684
C -10.63044 3.64213 9.49869
C -8.90742 12.17410 7.86717
C -10.32410 6.52758 9.93872
H -10.18667 3.19088 8.61125
H -6.83369 2.10231 10.23465
H -7.78819 2.33814 8.88189
H -10.93206 5.73701 9.49886
H -7.86845 12.13015 7.54053
H -9.64452 1.03774 9.95323
H -8.75897 10.16472 5.40349
H -9.66012 6.14191 10.71234
H -10.97274 7.19870 10.50172
H -8.42240 8.52442 6.16576
H -8.89711 0.96705 11.42549
H -11.06859 2.93167 10.19966
H -8.76922 6.74951 8.36843
H -9.95468 11.22427 9.48479
H -9.37139 11.46746 7.17907
H -8.17430 11.44453 9.62742
H -10.03742 8.83543 5.48928
H -8.77959 8.06205 9.45248
H -8.16755 -0.05208 10.16668
H -8.13729 9.57334 12.37971
H -11.18220 4.49778 9.10942
*
```

Output
E_HOMO in eV: -8.883
HOMO-LUMO gap in eV: 8.5
E_tot in eV: -272766.385
Relative energy (zero: lowest compared OMol25 entry of this formula, charge and spin) in kcal per mole: 246.8

Results of the Mulliken charge analysis, in e, for atoms 1 through 5:
1 Br 0.053
2 Br -0.104
3 Br -0.008
4 S 1.083
5 S 1.248

No. 6
The following is a DFT calculation (ωB97M-V/def2-TZVPD) of a molecular structure, C26H42AsCrN8O3S.

```
! wB97M-V def2-TZVPD RIJCOSX def2/J DEFGRID3
* xyz 0 6
As 0.77649 1.77339 -1.91807
Cr -0.06612 1.44336 0.57899
S 1.61063 3.44491 1.21649
O -1.56214 -2.41505 2.54728
O 1.67675 0.47565 1.02263
O -0.64000 -0.67188 -0.38927
N -2.02350 2.16426 0.32442
N 2.83448 1.06298 1.33004
N -2.79617 1.13716 3.75272
N -2.33656 -2.17713 -0.39449
N -0.92792 1.06977 2.49509
N -1.72970 0.66683 4.45169
N -0.10257 -2.85853 -0.57863
N -4.84977 2.61635 0.18977
C -0.44265 -4.26790 -0.65192
C 3.37628 1.55369 -3.35383
C -0.63227 0.64097 3.69885
C -0.68676 -3.60307 4.41025
C 4.23479 2.90001 1.77914
C 5.30423 2.06766 1.95140
C 1.29896 -2.52267 -0.72090
C 0.12278 0.57146 -3.31897
C 0.55146 3.60483 -4.26791
C -2.64124 2.65682 -0.77975
C -3.28459 -1.15789 0.02538
C 0.80948 -2.37396 2.72453
C -4.25921 2.15779 1.27743
C -0.58046 -2.75553 3.16594
C -1.88511 -4.45918 -1.07186
C -2.76657 -3.55339 -0.23816
C -1.39837 0.54116 -3.41700
C 3.88496 0.22613 1.49529
C -2.89367 1.92434 1.38968
C -3.98261 2.87397 -0.85449
C 5.13088 0.68382 1.80573
C 0.71264 3.55616 -2.75347
C 2.94046 2.42149 1.45313
C 2.69778 1.38910 -2.00091
C -1.01678 -1.84945 -0.43342
C -2.27179 1.38013 2.56017
H 1.90114 -3.21302 -0.12373
H -0.02579 -4.46923 4.34286
H -1.72271 -0.20049 -4.15030
H -2.00008 -4.20208 -2.12715
H 4.33325 3.97086 1.88154
H -4.25221 -1.37261 -0.42818
H 0.22926 -4.74347 -1.37090
H -3.80365 -3.61499 -0.57087
H 6.27580 2.47589 2.19615
H -4.41985 3.26908 -1.76207
H 1.26511 -3.25054 2.25253
H 2.81182 0.36930 -1.62405
H -2.94713 -0.18141 -0.30578
H -2.17458 -5.50253 -0.94362
H 1.43802 -2.12101 3.58116
H -1.83776 0.41042 5.41618
H -3.39060 -1.14184 1.11369
H -0.35045 -3.01912 5.27092
H 1.47052 -1.50725 -0.37137
H 2.92618 0.91464 -4.11514
H 1.62488 -2.60898 -1.76365
H -1.84650 0.28610 -2.45649
H 3.63317 -0.81428 1.35389
H 1.35940 3.08701 -4.78500
H 4.43463 1.29174 -3.28961
H 0.49841 -0.41425 -3.03308
H 0.78683 -1.55437 2.00831
H 3.15280 2.04986 -1.25948
H -2.00982 2.87778 -1.63246
H 0.54486 4.63878 -4.61848
H 1.63184 4.05378 -2.43578
H -2.74078 -3.84671 0.81838
H -4.88746 1.93965 2.13657
H 0.57510 0.83315 -4.27664
H -0.38605 3.14770 -4.58722
H -0.26317 -4.74655 0.32057
H 3.31970 2.58447 -3.70566
H -1.80535 1.50559 -3.72669
H 0.33709 0.32064 4.04320
H -0.10105 4.09598 -2.26695
H 5.94337 -0.01645 1.92692
H -1.71473 -3.91983 4.56444
*
```

Output
E_HOMO (spin up / spin down) in eV: -4.607 / -7.499
HOMO-LUMO gap (spin up / spin down) in eV: 4.9 / 7.7
E_tot in eV: -145802.867
Expectation value of S²: 8.778

Results of the Mulliken charge analysis, in e, for atoms 1 through 5:
1 As 0.720
2 Cr -0.046
3 S -0.514
4 O -0.434
5 O 0.455

No. 7
The following is a DFT calculation (ωB97M-V/def2-TZVPD) of C5H5NO in the gas phase at a distorted geometry.

```
! wB97M-V def2-TZVPD RIJCOSX def2/J DEFGRID3
* xyz 0 1
O 0.58433 1.30380 2.28260
N -1.79745 0.97455 0.28783
C -0.22742 -0.57651 -0.80222
C -0.69766 0.76242 -0.30161
C 1.70350 -0.19800 0.65969
C 1.24886 -0.82226 -0.43233
C 0.99326 0.61350 1.44280
H -0.50899 -0.55573 -1.86385
H -2.21604 0.08008 0.55623
H 1.90022 -1.51966 -0.98271
H -0.84273 -1.35670 -0.32751
H -0.08659 1.62528 -0.59620
*
```

Output
E_HOMO in eV: -9.292
HOMO-LUMO gap in eV: 8.8
E_tot in eV: -8800.313
Structure (SMILES): [H]/N=C\CC=C=C=O
Relative energy (zero: lowest compared OMol25 entry of this formula, charge and spin) in kcal per mole: 71.6

Results of the Mulliken charge analysis, in e, for atoms 1 through 5:
1 O -0.331
2 N -0.634
3 C -0.367
4 C -0.289
5 C -0.835

No. 8
The following is a DFT calculation (ωB97M-V/def2-TZVPD) of C2H7NS in the gas phase at a distorted geometry.

```
! wB97M-V def2-TZVPD RIJCOSX def2/J DEFGRID3
* xyz 0 1
S 0.32905 0.09529 -0.98330
N -1.37525 0.12150 1.29817
C 1.69770 0.47096 0.35014
C -0.91522 -0.74032 0.07396
H 2.04962 -0.52539 0.48383
H -2.09866 -0.54354 1.72298
H 2.49643 1.02158 -0.23569
H -1.93227 -0.83698 -0.51140
H -1.86652 0.80967 0.72374
H 1.56249 0.96962 1.33764
H -0.54408 -1.65402 0.57996
*
```

Output
E_HOMO in eV: -8.836
HOMO-LUMO gap in eV: 9.8
E_tot in eV: -14511.518
Structure (SMILES): CSCN
Relative energy (zero: lowest compared OMol25 entry of this formula, charge and spin) in kcal per mole: 26.4

Results of the Mulliken charge analysis, in e, for atoms 1 through 5:
1 S -0.103
2 N -0.621
3 C -0.808
4 C -0.514
5 H 0.270